{
  "formula": "C23H60N5O22P3",
  "method": "wB97M-V/def2-TZVPD",
  "species": ["C", "C", "O", "P", "O", "O", "C", "C", "O", "C", "C", "H", "H", "H", "H", "H", "H", "H", "H", "H", "H", "H", "H", "H", "H", "H", "C", "C", "O", "P", "O", "O", "C", "C", "O", "C", "C", "H", "H", "H", "H", "H", "H", "H", "H", "H", "H", "H", "H", "H", "H", "H", "C", "C", "O", "P", "O", "O", "C", "C", "O", "C", "C", "H", "H", "H", "H", "H", "H", "H", "H", "H", "H", "H", "H", "H", "H", "H", "C", "N", "O", "O", "H", "H", "H", "C", "N", "O", "O", "H", "H", "H", "C", "N", "O", "O", "H", "H", "H", "C", "N", "O", "O", "H", "H", "H", "C", "N", "O", "O", "H", "H", "H"],
  "xyz": [[26.814, -6.294, -3.622], [28.206, -6.442, -4.200], [28.067, -7.242, -5.400], [29.406, -7.629, -6.173], [30.333, -8.458, -5.422], [30.019, -6.259, -6.639], [29.365, -5.409, -7.592], [29.801, -5.675, -9.016], [28.833, -8.251, -7.493], [28.563, -9.656, -7.619], [27.626, -10.173, -6.549], [26.487, -7.191, -3.105], [26.685, -5.461, -2.930], [26.121, -6.065, -4.439], [28.635, -5.467, -4.426], [28.845, -6.973, -3.499], [28.281, -5.546, -7.513], [29.584, -4.377, -7.325], [29.541, -6.684, -9.336], [29.228, -5.023, -9.684], [30.863, -5.509, -9.183], [28.141, -9.805, -8.611], [29.508, -10.205, -7.603], [28.145, -10.240, -5.593], [26.740, -9.542, -6.519], [27.324, -11.197, -6.783], [21.322, -9.492, 4.187], [21.415, -8.092, 3.607], [21.295, -8.159, 2.175], [20.330, -7.226, 1.358], [20.465, -7.405, -0.075], [18.854, -7.534, 1.849], [18.247, -7.024, 3.045], [16.872, -6.488, 2.714], [20.673, -5.783, 1.914], [20.195, -4.635, 1.150], [20.710, -3.395, 1.832], [22.143, -9.654, 4.883], [20.380, -9.722, 4.687], [21.393, -10.222, 3.381], [20.711, -7.405, 4.075], [22.404, -7.670, 3.797], [18.169, -7.855, 3.754], [18.865, -6.261, 3.522], [16.943, -5.571, 2.128], [16.288, -7.233, 2.180], [16.346, -6.221, 3.634], [20.612, -4.720, 0.148], [19.105, -4.652, 1.135], [21.800, -3.406, 1.810], [20.407, -2.492, 1.305], [20.377, -3.365, 2.870], [23.896, -15.685, 1.143], [24.652, -15.593, 2.444], [23.775, -14.980, 3.433], [24.396, -14.633, 4.848], [25.425, -15.553, 5.312], [24.880, -13.134, 4.723], [23.922, -12.128, 4.321], [24.485, -11.360, 3.137], [23.104, -14.505, 5.745], [22.716, -15.655, 6.525], [23.409, -15.692, 7.863], [24.460, -16.315, 0.454], [22.885, -16.065, 1.267], [23.825, -14.696, 0.683], [24.924, -16.577, 2.827], [25.558, -14.998, 2.335], [22.980, -12.583, 4.005], [23.689, -11.526, 5.198], [24.503, -12.023, 2.271], [23.829, -10.530, 2.876], [25.499, -11.024, 3.344], [21.633, -15.568, 6.628], [22.879, -16.571, 5.953], [24.410, -15.275, 7.795], [22.840, -15.172, 8.634], [23.488, -16.729, 8.200], [28.539, -6.159, 0.975], [28.563, -5.586, -0.401], [27.886, -4.612, -0.656], [29.320, -6.131, -1.176], [29.423, -5.750, 1.463], [28.523, -7.236, 0.904], [27.669, -5.814, 1.522], [25.330, -9.716, -2.958], [24.867, -10.806, -2.067], [24.298, -11.747, -2.572], [25.006, -10.631, -0.871], [26.122, -9.180, -2.450], [24.509, -9.059, -3.224], [25.738, -10.173, -3.857], [23.858, -4.819, 3.778], [24.270, -4.176, 2.495], [24.848, -3.114, 2.560], [23.983, -4.760, 1.462], [23.839, -5.891, 3.623], [22.886, -4.410, 4.033], [24.597, -4.544, 4.523], [24.697, -3.668, -1.451], [23.661, -2.668, -1.068], [24.048, -1.559, -0.773], [22.493, -3.011, -1.095], [24.218, -4.641, -1.433], [25.486, -3.621, -0.710], [25.047, -3.415, -2.446], [23.781, -7.770, 0.328], [25.201, -7.406, 0.594], [25.696, -7.711, 1.660], [25.787, -6.819, -0.297], [23.719, -7.996, -0.731], [23.195, -6.887, 0.553], [23.586, -8.685, 0.872]],
  "forces_ev_per_a": [[-0.50, 0.44, -0.31], [-0.46, -0.25, 0.50], [0.13, 0.30, -0.04], [-0.21, 0.10, 0.35], [0.36, -0.23, 0.29], [0.38, 0.26, -0.22], [-0.43, 0.05, -0.33], [-0.32, -0.15, -0.36], [-0.34, -0.13, -0.58], [0.22, -0.55, -0.05], [0.11, -0.35, -0.17], [-0.03, -0.08, -0.07], [0.52, -0.06, 0.16], [0.01, -0.25, 0.01], [0.11, -0.05, -0.18], [0.21, 0.12, -0.07], [0.05, 0.01, 0.06], [0.14, -0.07, 0.23], [0.15, -0.09, 0.20], [0.17, 0.17, 0.12], [0.03, 0.04, 0.12], [-0.09, 0.27, -0.01], [0.03, 0.14, 0.13], [-0.16, 0.36, 0.13], [-0.03, -0.02, 0.29], [-0.03, 0.09, -0.18], [-0.07, -0.29, -0.04], [0.49, -0.10, 0.17], [-0.10, 0.05, 0.38], [-0.47, 0.08, -0.01], [0.20, -0.12, -0.50], [0.04, 0.21, 0.10], [-0.27, -0.28, 0.30], [0.07, 0.29, 0.23], [0.01, 0.18, 0.16], [0.35, 0.11, 0.12], [0.32, -0.13, 0.11], [-0.10, -0.13, 0.08], [-0.01, 0.28, 0.07], [0.24, 0.05, -0.02], [-0.21, 0.01, -0.28], [0.01, -0.07, -0.01], [0.00, -0.01, -0.10], [0.07, 0.10, -0.22], [-0.01, -0.13, -0.18], [-0.02, 0.01, -0.08], [0.03, -0.12, 0.00], [-0.24, -0.01, -0.11], [-0.04, -0.09, -0.15], [-0.02, 0.03, 0.03], [-0.18, -0.03, 0.01], [-0.07, 0.14, -0.02], [0.30, 0.49, -0.28], [-0.41, -0.20, 0.29], [0.09, -0.15, -0.37], [0.03, 0.25, -0.10], [0.27, -0.14, 0.08], [-0.18, 0.12, 0.00], [-0.20, 0.00, -0.42], [-0.12, -0.32, 0.19], [-0.12, 0.03, 0.21], [-0.58, -0.17, -0.27], [-0.14, -0.27, 0.41], [-0.13, -0.08, -0.01], [0.03, -0.21, 0.12], [-0.08, -0.05, 0.02], [0.07, 0.02, -0.03], [0.02, 0.03, 0.03], [0.08, -0.18, 0.14], [0.26, 0.15, 0.00], [0.14, 0.01, -0.01], [0.14, 0.14, 0.11], [-0.03, 0.20, -0.04], [0.06, 0.07, 0.08], [0.27, 0.10, -0.04], [0.06, -0.06, -0.02], [0.09, 0.22, -0.10], [0.10, 0.03, -0.04], [-0.24, 0.57, 0.35], [-0.02, -0.17, 0.16], [-0.01, -0.02, 0.11], [-0.04, 0.01, -0.20], [0.16, -0.33, -0.05], [0.26, -0.07, -0.07], [-0.14, 0.10, -0.29], [0.90, -0.14, -0.49], [-0.74, 0.40, 0.13], [0.21, -0.10, -0.03], [0.14, -0.11, 0.09], [-0.12, 0.08, 0.18], [-0.21, -0.11, 0.19], [-0.17, -0.02, -0.02], [0.35, 0.09, -0.04], [0.08, -0.13, -0.05], [-0.15, -0.16, -0.07], [0.08, 0.17, 0.17], [-0.16, -0.01, -0.08], [-0.09, -0.09, -0.03], [-0.04, 0.07, 0.03], [-0.29, -0.31, 0.28], [0.07, 0.12, -0.09], [-0.02, 0.00, 0.02], [0.02, -0.07, 0.06], [0.05, -0.01, -0.09], [0.13, 0.10, -0.09], [0.06, 0.11, 0.00], [0.56, -0.40, -0.50], [-0.04, -0.09, -0.45], [-0.10, 0.11, 0.11], [0.11, 0.00, 0.13], [-0.04, 0.19, -0.06], [-0.21, -0.17, 0.28], [-0.36, 0.28, 0.39]],
  "e_above_lowest_kcal_mol": 8.0,
  "lumo_ev": -0.22,
  "smiles": "CCOP(=O)(OCC)OCC.CCOP(=O)(OCC)OCC.CCOP(=O)(OCC)OCC.C[N+](=O)[O-].C[N+](=O)[O-].C[N+](=O)[O-].C[N+](=O)[O-].C[N+](=O)[O-]",
  "homo_ev": -10.42,
  "gap_ev": 10.194,
  "total_charge": 0
}

---

{
  "formula": "C23H62HgN5O6",
  "method": "wB97M-V/def2-TZVPD",
  "species": ["Hg", "C", "C", "C", "O", "H", "H", "H", "H", "H", "H", "H", "C", "C", "C", "O", "C", "N", "H", "H", "H", "H", "H", "H", "H", "H", "H", "H", "H", "C", "C", "C", "O", "C", "N", "H", "H", "H", "H", "H", "H", "H", "H", "H", "H", "H", "C", "C", "C", "O", "C", "N", "H", "H", "H", "H", "H", "H", "H", "H", "H", "H", "H", "C", "C", "C", "O", "C", "N", "H", "H", "H", "H", "H", "H", "H", "H", "H", "H", "H", "C", "C", "C", "O", "C", "N", "H", "H", "H", "H", "H", "H", "H", "H", "H", "H", "H"],
  "xyz": [[3.578, 1.194, -0.928], [-0.690, -0.621, -1.090], [0.728, -0.559, -1.663], [0.833, -0.646, -3.207], [1.609, 0.270, -0.974], [-1.352, -1.061, -1.833], [-1.083, 0.381, -0.888], [-0.822, -1.194, -0.173], [1.091, -1.557, -1.357], [-0.047, -0.971, -3.757], [1.648, -1.354, -3.373], [1.187, 0.263, -3.702], [4.218, -3.055, -3.641], [3.910, -2.677, -2.177], [3.109, -3.865, -1.534], [3.999, -4.903, -1.145], [4.004, -5.061, 0.282], [5.142, -2.505, -1.418], [5.058, -2.487, -4.050], [3.366, -2.905, -4.307], [4.518, -4.103, -3.697], [3.304, -1.780, -2.048], [2.497, -4.288, -2.331], [2.503, -3.479, -0.715], [3.009, -5.023, 0.735], [4.482, -4.151, 0.666], [4.538, -5.963, 0.557], [5.840, -2.167, -2.082], [5.518, -3.457, -1.347], [1.317, 5.287, -1.009], [2.361, 4.222, -0.650], [1.803, 3.434, 0.545], [2.634, 2.369, 0.979], [2.096, 1.877, 2.218], [2.723, 3.236, -1.690], [0.739, 5.119, -1.918], [1.776, 6.271, -1.108], [0.645, 5.416, -0.158], [3.224, 4.797, -0.314], [0.764, 3.164, 0.330], [1.816, 4.194, 1.333], [2.129, 2.712, 2.923], [2.747, 1.127, 2.661], [1.079, 1.515, 2.077], [1.828, 2.886, -2.048], [3.047, 3.755, -2.507], [0.280, -3.055, 3.206], [1.041, -1.735, 3.070], [2.345, -1.827, 3.881], [2.086, -1.661, 5.249], [3.229, -1.412, 6.018], [1.447, -1.568, 1.678], [-0.582, -3.156, 2.537], [-0.215, -3.188, 4.171], [0.923, -3.911, 2.989], [0.385, -0.933, 3.408], [3.106, -1.115, 3.534], [2.850, -2.773, 3.639], [3.760, -0.527, 5.631], [3.942, -2.235, 5.899], [3.030, -1.144, 7.052], [1.476, -2.464, 1.201], [0.846, -1.036, 1.062], [-3.264, 1.520, 1.523], [-2.974, 2.940, 0.999], [-1.756, 3.559, 1.767], [-1.275, 4.664, 1.013], [-2.123, 5.830, 1.100], [-2.814, 2.845, -0.455], [-4.042, 0.999, 0.968], [-3.646, 1.513, 2.550], [-2.373, 0.892, 1.617], [-3.832, 3.591, 1.158], [-0.905, 2.898, 1.949], [-2.045, 3.892, 2.770], [-2.265, 6.128, 2.134], [-3.036, 5.649, 0.529], [-1.644, 6.577, 0.469], [-2.375, 3.738, -0.693], [-2.036, 2.213, -0.651], [-6.411, 0.607, -2.024], [-5.208, -0.260, -1.672], [-5.342, -1.694, -2.208], [-6.606, -2.208, -1.865], [-6.672, -3.628, -1.990], [-3.977, 0.339, -2.162], [-6.142, 1.635, -1.755], [-7.317, 0.295, -1.516], [-6.532, 0.687, -3.107], [-5.190, -0.267, -0.574], [-4.521, -2.197, -1.671], [-5.010, -1.794, -3.246], [-5.765, -4.047, -1.549], [-6.777, -3.946, -3.029], [-7.546, -3.909, -1.406], [-3.152, -0.211, -1.962], [-3.797, 1.229, -1.703]],
  "forces_ev_per_a": [[-1.80, -0.63, -0.19], [-0.48, 1.44, -0.10], [0.95, -3.19, -0.05], [0.96, 0.65, 0.11], [0.01, 2.13, 0.30], [0.14, -0.14, -0.06], [0.00, 0.01, -0.04], [0.39, -0.03, 0.02], [-0.16, -0.30, -0.33], [-0.16, -0.13, 0.35], [-0.20, -0.09, -0.39], [-0.24, 0.31, 0.29], [-0.15, 0.33, 0.08], [-0.05, -1.24, -0.14], [0.76, 0.47, -0.97], [-0.86, -0.21, 0.71], [0.34, 1.24, -0.23], [0.98, -0.26, -0.42], [-0.09, 0.20, 0.05], [-0.06, -0.07, 0.04], [-0.08, -0.04, 0.09], [-0.09, 0.11, -0.37], [-0.44, 0.11, 0.20], [-0.04, -0.26, 0.17], [-0.21, -0.52, -0.34], [0.36, -0.31, 0.41], [0.02, -0.01, -0.10], [-0.13, 0.64, 0.21], [-0.28, 0.02, 0.66], [0.05, 0.58, 0.04], [-0.21, -0.32, 1.09], [0.54, 1.48, -0.10], [-0.25, -0.10, -0.18], [0.54, 0.26, 0.57], [-0.50, 0.86, -1.07], [-0.05, -0.33, 0.08], [0.22, -0.12, -0.28], [-0.25, -0.28, -0.21], [0.47, -0.60, -0.21], [0.10, -0.51, 0.14], [-0.45, -0.21, 0.25], [-0.36, 0.03, -0.01], [-0.06, -0.30, -0.52], [0.06, -0.13, 0.00], [0.06, -0.41, 0.25], [0.63, -0.25, 0.13], [-1.05, -0.25, 0.33], [0.14, -1.24, -0.28], [0.24, 0.43, -0.12], [-0.69, -0.03, 0.35], [1.13, 0.54, -0.84], [0.37, 0.15, -0.95], [0.23, 0.43, -0.38], [0.60, -0.02, 0.29], [0.12, 0.04, 0.19], [0.31, 0.29, 0.01], [-0.38, 0.54, 0.00], [-0.28, -0.36, 0.28], [-0.05, 0.00, -0.17], [-0.05, -0.13, 0.51], [-0.52, -0.61, 0.03], [0.24, -0.16, 0.29], [-0.16, 0.43, 0.52], [-0.42, 0.22, 1.04], [0.30, -1.55, 0.72], [-0.75, 0.46, -0.56], [0.19, 0.54, 0.47], [0.57, -0.80, -1.36], [1.19, 0.85, 0.23], [0.21, 0.10, -0.37], [-0.01, 0.39, 0.02], [0.15, 0.08, -0.55], [-0.10, -0.07, 0.18], [-0.13, -0.30, -0.51], [-0.29, 0.01, -0.04], [-0.18, 0.18, -0.02], [-0.46, -0.11, 0.64], [0.33, 0.30, 0.56], [-0.38, 0.01, -0.47], [-0.20, -0.28, 0.09], [0.89, 0.80, -0.55], [-0.73, 0.09, -0.06], [1.08, 0.52, 1.26], [0.53, -0.19, -0.51], [-0.01, 0.79, 0.43], [0.33, 0.35, -0.44], [-0.29, -0.01, 0.37], [-0.03, -0.04, -0.11], [-0.27, -0.42, -0.02], [-0.10, -0.57, 0.09], [-0.25, -0.65, 0.17], [-0.76, 0.28, -0.41], [-0.08, -0.32, -0.03], [0.03, 0.00, -0.04], [0.02, -0.30, -0.13], [-0.23, -0.34, 0.05], [-0.30, 0.05, -0.11]],
  "e_above_lowest_kcal_mol": 79.5,
  "lumo_ev": -5.96,
  "homo_ev": -10.66,
  "gap_ev": 4.699,
  "total_charge": 1
}